This record from OMol25 describes a molecular structure, C10H21INO2P2PmS at a distorted geometry. The level of theory is the ωB97M-V functional and the def2-TZVPD basis.

```
39
Properties=species:S:1:pos:R:3:mulliken_charge:R:1
H 3.550 -3.008 -1.797 0.38
H -0.423 2.330 4.389 0.38
S 4.118 2.446 0.530 -0.27
H 1.189 1.950 3.695 0.38
H 2.773 -3.024 -0.177 0.37
H 0.854 3.770 1.728 0.35
H 3.498 0.225 -2.378 0.34
H -2.639 0.990 2.934 0.36
N 1.611 1.501 -0.260 -0.64
C 0.927 -2.496 -2.706 -1.29
H -0.721 4.163 2.514 0.44
H 2.060 0.291 -3.414 0.35
H -4.608 -2.062 -2.472 0.33
O 1.671 -1.477 2.350 -0.14
H -2.502 2.780 2.923 0.38
C 2.699 1.937 0.061 0.33
H 3.938 -1.744 -0.582 0.38
H 3.195 -1.090 -3.575 0.44
Pm -0.319 0.187 -0.367 0.73
P -0.524 1.780 1.983 0.78
C -3.913 -2.268 -0.551 0.67
H 0.628 -3.394 -2.155 0.36
H 1.627 -2.759 -3.504 0.38
H -5.812 -2.816 -1.304 0.37
O -3.170 -2.664 0.263 -0.14
C -0.225 3.580 1.724 -1.21
I -1.898 1.424 -2.452 -0.31
H -0.618 3.878 0.744 0.35
H 0.054 0.631 4.057 0.37
H -2.895 1.893 1.419 0.39
C 3.139 -2.380 -0.988 -1.17
H -5.385 -1.029 -1.268 0.33
P 1.773 -1.303 -1.593 0.77
C -2.323 1.864 2.353 -1.29
C 0.127 1.666 3.700 -1.17
C -5.022 -2.056 -1.448 -0.60
H 0.033 -2.033 -3.138 0.39
C 0.800 -1.299 1.634 0.36
C 2.731 -0.385 -2.871 -1.21
```

## Properties
Calculated total energy   -70348.947 eV
⟨S²⟩   6.01
Spin multiplicity   5
Kohn-Sham gap (spin up / spin down)   4.34 / 4.38 eV
Net charge   +2